1.
The following is a quantum chemistry calculation of C20H53N3O6 as an isolated structure at a distorted geometry, from OMol25.

```
! wB97M-V def2-TZVPD RIJCOSX def2/J DEFGRID3
* xyz 0 1
C 1.8169 0.6768 0.4726
O 0.4762 0.8811 0.8355
H 2.1906 -0.2787 0.8406
H 2.1062 0.7836 -0.5729
H 2.3328 1.4912 0.9813
H 0.3246 0.3933 1.6484
C 0.4237 0.0631 3.1932
O 0.0996 -0.7107 2.0086
H -0.5053 0.2640 3.7267
H 1.0421 -0.4486 3.9308
H 0.7674 1.0951 3.1219
H -0.5677 -1.3893 2.1346
C 3.5363 3.2751 0.0526
O 3.5807 4.7055 0.2024
H 2.7754 2.7444 0.6249
H 3.1421 2.9908 -0.9230
H 4.4610 2.7254 0.2279
H 2.6859 5.0207 0.3490
C 4.3395 -1.6727 0.6358
C 5.0629 -1.1590 -0.6599
C 4.0973 -1.2562 -1.9624
O 2.9931 -0.3402 -1.8250
C 2.0307 -0.6566 -2.9483
N 5.5096 0.2141 -0.4430
H 4.8467 -1.4892 1.5830
H 4.1354 -2.7420 0.6899
H 3.3652 -1.1842 0.6439
H 5.8674 -1.8925 -0.7140
H 3.7099 -2.2711 -2.0519
H 4.6647 -1.0401 -2.8676
H 2.3637 -0.6584 -3.9862
H 1.3825 0.2136 -2.8452
H 1.4665 -1.5559 -2.7014
H 5.5818 0.8391 -1.2331
H 4.7422 0.5993 0.0890
C -4.4682 0.0520 4.8253
C -2.9788 0.5652 4.4579
C -2.9463 0.8701 2.9862
O -1.6381 1.2813 2.7660
C -1.1793 1.4325 1.4049
N -2.6063 1.7650 5.3580
H -4.7957 -0.8160 4.2530
H -5.1798 0.8619 4.6643
H -4.6346 -0.1621 5.8810
H -2.1279 -0.0950 4.6257
H -3.5080 1.7202 2.5991
H -3.0849 -0.0560 2.4284
H -1.8987 2.0197 0.8342
H -1.2363 0.4198 1.0056
H -0.1999 1.8168 1.6897
H -2.7743 1.4519 6.3035
H -1.6035 1.8827 5.3300
C -2.6708 1.2864 -0.5889
C -1.6859 0.3821 -1.3736
C -0.8847 -0.5617 -0.4011
C -0.3753 -1.8971 -1.0563
C -1.4459 -2.5850 -1.8300
C -2.0148 -1.7914 -2.9677
N -2.4409 -0.4633 -2.4087
O -3.2409 0.3098 -3.2304
C -0.9655 -1.6012 -4.0563
C -3.2010 -2.6143 -3.5312
C -0.6818 1.3037 -2.1403
H -3.5711 1.6236 -1.1025
H -2.8373 1.0297 0.4572
H -2.0543 2.1665 -0.4062
H 0.1013 -0.1376 -0.2108
H -1.3505 -0.6056 0.5833
H 0.5070 -1.6485 -1.6460
H -0.0249 -2.6361 -0.3358
H -2.1607 -2.9047 -1.0716
H -0.8086 -3.3638 -2.2488
H -1.2704 -2.0743 -4.9897
H 0.0053 -2.0929 -3.9942
H -0.9314 -0.5765 -4.4265
H -4.0227 -2.6335 -2.8153
H -2.8865 -3.6461 -3.6882
H -3.7688 -2.2321 -4.3795
H 0.0417 1.6564 -1.4053
H -0.1208 0.7775 -2.9127
H -1.1033 2.2195 -2.5546
H -4.1238 0.0698 -2.9397
*
```

Properties
- E (eV) = -38334.9090
- energy above the lowest of the compared OMol25 structures with the same formula, charge and spin (eV) = 15.956
- frontier orbital gap (eV) = 8.0



2.
The following is a quantum chemistry calculation of a 10-piece molecular cluster, C30H78F2O38P8 overall at a distorted geometry, from OMol25.

```
! wB97M-V def2-TZVPD RIJCOSX def2/J DEFGRID3
* xyz 0 1
O -1.5989 -0.9897 -1.0805
C -1.2935 -0.4094 -0.1000
O -1.8789 -0.5893 1.1086
C -1.1516 0.1752 2.0587
C 0.2394 0.3917 1.4521
F 1.1113 -0.5729 1.8533
O -0.1580 0.3183 0.0885
H -1.6422 1.1471 2.1321
H -1.2724 -0.3495 3.0033
H 0.7418 1.3046 1.7691
O -5.1384 0.4222 3.0706
C -4.8233 1.5260 2.7730
O -4.8246 2.5513 3.6673
C -4.6875 3.7854 2.9572
C -3.8694 3.2542 1.8070
F -2.5555 3.1511 2.1448
O -4.4296 1.9932 1.5641
H -5.6796 4.1803 2.7362
H -4.1146 4.4835 3.5652
H -3.9660 3.8752 0.9156
C -2.1597 -3.2002 -3.5869
O -2.8977 -4.3712 -3.2855
P -2.6756 -5.3426 -2.0581
O -1.8545 -6.4990 -2.4201
O -2.2257 -4.4295 -0.8098
C -1.8484 -5.1129 0.4123
O -4.1774 -5.7201 -1.6282
C -5.3253 -5.0418 -2.0735
H -1.6733 -3.2826 -4.5580
H -1.4237 -2.8617 -2.8552
H -2.9283 -2.4197 -3.5809
H -1.6576 -6.1788 0.3320
H -2.5717 -4.7330 1.1363
H -0.9346 -4.5810 0.6811
H -5.2070 -4.4228 -2.9609
H -5.7181 -4.4224 -1.2608
H -6.1512 -5.7267 -2.2835
C 4.1959 -5.7883 1.0365
O 3.4147 -5.7417 -0.1420
P 1.8393 -5.4216 -0.3558
O 1.1245 -6.4254 -1.1548
O 1.2645 -5.1524 1.1330
C 1.2338 -6.1887 2.1191
O 1.8025 -3.9248 -0.8635
C 2.6197 -2.8888 -0.3438
H 5.0308 -5.1028 0.9031
H 4.6820 -6.7712 1.0825
H 3.6920 -5.7623 1.9979
H 1.3186 -7.1528 1.6159
H 0.2487 -6.0293 2.5722
H 1.9358 -6.0678 2.9453
H 3.0232 -2.1567 -1.0404
H 3.3869 -3.1580 0.3820
H 1.8924 -2.2983 0.2273
C -0.7282 4.2119 4.5338
O -0.3842 4.9090 3.2967
P 1.0603 4.7041 2.6979
O 1.4736 3.3022 2.9248
O 0.8459 5.1666 1.1994
C -0.1231 4.6020 0.3528
O 1.9118 5.9632 3.2579
C 3.1161 6.2277 2.5652
H -1.5139 4.7907 5.0081
H 0.0728 4.0596 5.2557
H -1.0563 3.2041 4.2893
H -0.9106 5.3434 0.1960
H -0.5291 3.6922 0.8029
H 0.2653 4.3460 -0.6348
H 2.9945 7.0357 1.8375
H 3.4220 5.3422 2.0013
H 3.9616 6.5905 3.1531
C 4.2628 2.0907 -4.1166
O 3.5459 0.8935 -4.4090
P 3.8821 -0.4255 -3.5180
O 4.3669 -0.1710 -2.1537
O 2.5404 -1.2243 -3.4724
C 1.3302 -0.6988 -2.9534
O 4.8444 -1.2467 -4.4927
C 6.2663 -1.0887 -4.4263
H 3.5441 2.9017 -3.9660
H 4.8811 2.4173 -4.9504
H 4.7854 2.1364 -3.1608
H 1.0763 -1.2132 -2.0281
H 0.4434 -0.8430 -3.5729
H 1.3713 0.3762 -2.7746
H 6.5445 -0.4453 -3.5895
H 6.5057 -0.5350 -5.3349
H 6.9244 -1.9529 -4.3768
C -4.2065 2.5536 -2.0026
O -2.7916 2.4088 -2.0865
P -1.9908 2.8480 -3.3894
O -2.1600 4.2656 -3.7368
O -0.4709 2.3506 -3.1222
C 0.5898 2.9204 -3.8788
O -2.5435 1.8155 -4.4615
C -2.5750 0.3900 -4.2166
H -4.6053 1.7586 -1.3702
H -4.6600 2.3466 -2.9733
H -4.5096 3.5150 -1.5959
H 1.1438 2.1314 -4.3931
H 1.2878 3.4126 -3.1986
H 0.2475 3.6189 -4.6436
H -2.1217 -0.1042 -5.0744
H -3.6191 0.0831 -4.1993
H -2.0299 0.1743 -3.3006
C 2.1412 -1.5134 7.6788
O 1.8753 -2.3572 6.5585
P 2.3310 -1.9505 5.0684
O 1.9616 -0.5963 4.6764
O 1.7845 -3.2030 4.2033
C 0.4142 -3.5617 4.1546
O 3.9157 -2.2104 5.1106
C 4.4010 -3.5436 5.3754
H 2.8487 -0.7100 7.4776
H 2.6345 -2.0891 8.4650
H 1.1807 -1.1868 8.0667
H 0.2546 -4.4379 4.7860
H 0.2020 -3.7916 3.1083
H -0.2335 -2.7380 4.4636
H 5.1270 -3.4568 6.1836
H 4.9089 -3.8515 4.4638
H 3.5918 -4.1957 5.6949
C 6.7928 5.1282 -2.6445
O 5.4939 4.6569 -2.2529
P 4.8609 4.9951 -0.8369
O 4.7556 6.4380 -0.5528
O 5.9626 4.2728 0.0847
C 6.5222 4.9615 1.1940
O 3.5171 4.1800 -0.7158
C 3.4201 2.9677 0.0127
H 7.2212 5.9073 -2.0222
H 6.6378 5.4464 -3.6758
H 7.3970 4.2237 -2.7274
H 7.0143 5.8783 0.8600
H 7.3665 4.3900 1.5814
H 5.8320 5.1924 2.0018
H 2.4045 2.8704 0.3983
H 4.1363 2.7718 0.8066
H 3.4727 2.0672 -0.6127
C -4.7466 -1.2699 0.0488
O -5.1423 -0.3985 -1.0313
P -6.3454 -0.8821 -1.9787
O -5.9462 -1.8455 -3.0186
O -7.4134 -1.3627 -0.8795
C -8.4005 -2.3121 -1.2635
O -6.8631 0.5114 -2.5653
C -8.1238 0.5713 -3.1978
H -5.5737 -1.6296 0.6536
H -4.1934 -0.5556 0.6641
H -4.0199 -2.0307 -0.2369
H -8.6353 -2.9023 -0.3801
H -8.1808 -2.9324 -2.1334
H -9.3474 -1.8446 -1.5586
H -8.5395 -0.4344 -3.3181
H -8.0387 1.0252 -4.1842
H -8.8997 1.1154 -2.6536
*
```

Properties
- E (eV) = -189942.0462
- energy above the lowest of the compared OMol25 structures with the same formula, charge and spin (eV) = 2.569
- frontier orbital gap (eV) = 9.8
- SMILES string = O=C1OC[C@@H](F)O1.O=C1OC[C@@H](F)O1.COP(=O)(OC)OC.COP(=O)(OC)OC.COP(=O)(OC)OC.COP(=O)(OC)OC.COP(=O)(OC)OC.COP(=O)(OC)OC.COP(=O)(OC)OC.COP(=O)(OC)OC